# 1
151
Properties=species:S:1:pos:R:3:forces:R:3:mulliken_charge:R:1 method="wB97M-V/def2-TZVPD" multiplicity=1 e_tot_ev=-119227.184 orbital_gap_ev=7.4 charge=-1
Cl 4.52223 0.50521 -3.76048 -0.477 0.267 -0.049 -0.23
Cl 1.35289 2.35650 -3.83766 -0.191 -0.012 0.289 -0.27
S 3.90354 -3.82863 -3.92871 -0.277 0.373 -0.101 -0.45
P 3.03001 -0.82983 -1.32525 -1.731 1.472 2.546 2.12
O 1.95434 -0.18818 4.11832 -0.203 -0.040 -0.155 -0.27
O 2.97829 -2.05135 -0.09046 0.509 -0.224 -0.892 -0.72
O -8.80882 2.61672 -0.20865 -0.006 -0.195 0.197 -0.37
O 11.81216 -0.03171 -3.54791 0.095 0.141 -0.190 -0.43
O -1.76719 6.65166 -3.78854 -0.129 0.015 0.192 -0.44
O 0.47258 -1.78527 -0.72235 -0.008 0.775 -0.206 -0.21
O 7.47142 -3.45011 0.38106 0.523 0.022 -0.426 -0.30
O -6.37761 -1.14699 3.60848 0.040 -0.270 -0.115 -0.36
O 6.41474 -1.69433 -0.17573 -0.417 0.977 0.003 -0.19
O 4.63822 -1.30683 -1.70405 0.029 0.468 0.762 -0.39
O -3.16430 -4.89458 2.60920 0.144 0.181 -0.026 -0.30
N 7.51761 -2.57561 -0.39350 -0.470 -0.410 0.719 0.12
N 4.39972 -2.93460 1.50124 0.467 0.135 -0.054 -0.69
N 2.23997 -2.03264 -2.55531 1.989 -1.306 -1.753 -0.83
C -3.07712 -5.81360 3.67811 -0.052 -0.085 0.045 -0.39
C 3.53231 0.43157 0.03731 1.717 -0.742 -0.747 -1.06
C -2.17059 7.54979 -4.80264 0.050 0.015 -0.084 -0.33
C -6.99996 4.00710 -1.13544 -0.088 0.085 0.072 -1.06
C -6.47917 1.22584 2.97189 0.075 0.059 0.061 -0.77
C -3.39265 -1.53294 -2.05342 -0.873 -0.054 -0.494 -1.14
C -5.61532 -4.93451 2.40854 0.027 0.024 0.187 -1.05
C -0.82884 -1.66688 -1.12827 0.673 -0.091 0.419 -0.47
C -1.12950 -2.03523 -2.41466 0.319 -0.523 -0.951 -0.20
C 4.14094 -2.81758 0.06362 -1.020 0.168 0.828 0.40
C -0.43602 -1.72942 1.86352 0.595 0.535 -0.135 -1.10
C -2.69575 -2.40387 -4.33398 0.407 -0.173 0.491 -1.52
C 12.76681 -0.43960 -2.58831 -0.018 -0.050 0.095 -0.32
C -0.66105 5.81487 -4.09582 0.141 -0.063 -0.064 -0.20
C -10.58633 3.61482 -1.58502 0.074 -0.063 -0.097 -1.04
C -6.12594 -0.93378 4.98309 0.003 0.082 0.098 -0.25
C 2.45917 -1.36224 6.21996 -0.048 0.111 0.056 -1.43
C 2.97441 0.43766 -2.80540 0.123 -0.134 0.309 -0.75
C -3.09508 -1.16773 -0.76472 -0.872 0.283 0.270 -0.57
C 5.54979 1.31800 1.13619 -0.050 -0.377 -0.262 -1.33
C 4.93929 0.99962 -0.02245 0.097 0.168 0.810 -0.70
C -1.50140 -0.82789 1.18398 -0.749 -0.510 0.508 1.71
C 1.17938 -0.50680 -0.75306 -0.025 -1.413 -0.718 -1.38
C -9.82014 3.60347 -0.27260 -0.032 0.108 -0.072 -0.36
C 2.23282 1.11606 4.58909 0.137 0.102 0.098 -0.37
C -7.38433 -0.82772 5.82942 -0.110 0.035 -0.084 -1.24
C 2.67687 -1.24482 4.72056 0.098 -0.036 0.027 -0.13
C -2.41224 -1.98592 -2.90507 -0.297 0.058 -0.640 0.84
C 13.11539 -1.91738 -2.65589 -0.073 -0.067 -0.057 -1.03
C -2.95420 -7.26264 3.23553 -0.043 -0.025 -0.120 -1.08
C -2.78986 -0.89915 2.04986 0.209 -0.054 -0.751 -2.22
C -2.58968 6.87020 -6.09595 0.034 -0.097 -0.016 -1.01
C 0.61387 6.57603 -4.41396 -0.036 0.151 -0.053 -0.97
C -1.81665 -1.22173 -0.25914 0.444 0.134 0.841 0.49
C 2.96083 -2.73190 -3.22096 -0.909 -0.008 1.124 0.48
C 3.52646 2.96399 -2.33899 -0.681 0.427 0.819 -1.30
C 10.54674 -0.67453 -3.48331 -0.140 -0.081 0.107 -0.51
C 9.82180 -0.47834 -2.16409 0.117 0.067 0.061 -0.66
C -4.26171 -5.05588 1.72831 -0.118 -0.054 -0.048 -0.27
C -7.77938 2.70434 -1.18105 0.078 0.078 -0.109 -0.33
C 3.68051 1.54001 4.40296 0.033 -0.110 -0.060 -0.82
C -7.12739 -0.14720 2.94161 -0.035 0.153 -0.002 -0.36
C 2.46520 1.84354 -2.44938 0.862 0.682 -0.961 0.90
C 5.23748 -2.18100 -0.83593 -0.225 -2.163 -1.398 -1.04
H -10.51151 3.37831 0.54059 0.098 -0.099 0.045 0.32
H -6.20026 3.99370 -1.87654 0.007 -0.026 0.021 0.40
H -2.18384 -5.53690 4.23975 0.008 0.118 -0.089 0.33
H 10.37741 -0.90133 -1.32533 -0.056 -0.090 -0.008 0.25
H 0.48259 -1.14247 1.98253 -0.020 -0.282 0.095 -0.21
H 2.32993 -2.15925 4.23705 -0.076 0.090 -0.095 0.36
H -2.92763 7.61317 -6.82040 -0.010 0.007 0.023 0.38
H 3.47941 -0.11596 0.98575 -0.266 0.136 -0.057 0.57
H -7.10071 1.87597 -0.97522 -0.106 -0.043 0.100 0.33
H 8.84594 -0.96171 -2.19275 -0.001 0.028 -0.011 0.19
H 3.74439 -1.15651 4.48759 0.030 0.015 0.068 0.26
H 1.92838 1.21606 5.63812 0.046 -0.007 0.031 0.30
H -3.40363 6.16749 -5.91013 -0.010 0.027 0.007 0.28
H -3.92571 -5.68647 4.36125 -0.035 -0.069 -0.012 0.30
H 3.96280 1.48063 3.34996 -0.065 0.062 0.079 -0.03
H -4.42640 -1.46971 -2.38913 0.104 -0.004 -0.023 0.37
H -0.73122 -2.04413 2.86850 -0.163 0.055 -0.160 0.50
H 6.19050 2.18911 1.26020 0.883 -0.773 -0.251 0.25
H -7.12303 -0.70435 6.88159 0.019 -0.027 -0.011 0.42
H 5.41062 0.61473 1.96125 -0.710 0.969 0.432 0.33
H 2.27229 0.02022 -3.52026 0.028 -0.074 0.184 0.85
H 5.27609 -2.49908 1.77100 -0.050 0.065 -0.141 0.33
H -0.49310 5.19714 -3.21425 -0.141 0.035 0.035 0.23
H -0.15723 -2.59852 1.27010 -0.237 0.023 0.140 0.33
H -8.18781 2.52907 -2.18243 -0.001 0.061 -0.017 0.32
H -11.03884 2.63903 -1.77004 -0.021 0.020 0.031 0.29
H -5.48111 1.18518 2.53239 -0.018 -0.016 -0.018 0.09
H 9.94904 -0.24228 -4.28590 0.132 0.073 -0.044 0.35
H -0.35382 -2.39833 -3.08126 0.238 0.122 0.311 0.38
H -11.37494 4.36823 -1.55600 -0.003 -0.017 0.028 0.38
H -6.37403 1.60778 3.98885 -0.072 0.025 -0.006 0.34
H -2.53546 -0.88640 3.11086 -0.138 0.203 -0.091 0.64
H -7.63325 4.87130 -1.34268 0.018 -0.011 -0.084 0.28
H -3.18249 -3.38533 -4.33772 -0.107 0.180 -0.161 0.30
H 5.57305 -3.01123 -1.48121 0.259 0.109 0.202 0.57
H 12.43410 -0.16484 -1.58086 -0.012 -0.081 0.027 0.29
H 1.82504 1.89937 -1.57513 -0.038 -0.491 -0.153 0.01
H -6.55836 4.15230 -0.14812 0.030 -0.031 -0.020 0.27
H 1.43044 5.87817 -4.60236 -0.030 -0.031 0.043 0.31
H -9.40104 4.59324 -0.05878 -0.004 0.028 -0.070 0.32
H -7.08110 1.93958 2.40646 -0.017 -0.046 -0.029 0.28
H -3.47966 -0.08969 1.78902 0.021 -0.066 0.292 0.15
H 3.26927 3.57702 -1.46302 0.091 -0.096 -0.098 0.34
H 3.44146 3.64159 -3.18777 0.385 -0.268 -0.089 0.41
H 3.64342 -2.43951 1.96195 0.063 -0.035 0.004 0.10
H 4.54221 2.61290 -2.18260 -0.125 -0.103 -0.261 0.24
H -8.00241 0.02272 5.53772 0.043 0.046 0.049 0.27
H -5.48848 -0.05347 5.12176 -0.044 0.038 0.028 0.28
H -1.73051 -2.51843 -4.83559 -0.243 0.048 -0.195 0.34
H -5.76323 -5.70713 3.16579 -0.036 -0.059 -0.072 0.31
H 13.48869 -2.17544 -3.64859 0.023 0.021 0.013 0.28
H 3.00871 -2.21823 6.61437 -0.011 -0.011 -0.029 0.43
H -2.08193 -7.39083 2.59254 0.013 0.012 0.040 0.30
H 2.85217 1.28284 0.15058 0.063 -0.075 -0.239 0.81
H 5.51602 1.11876 -0.94099 -0.827 0.901 -0.261 0.48
H -1.18813 0.22530 1.17384 0.252 -0.208 0.070 0.34
H -2.85051 -7.91602 4.10356 0.024 0.025 0.004 0.39
H 1.39855 -1.49536 6.44100 0.008 -0.033 -0.022 0.31
H -1.38390 8.29012 -4.98993 0.015 -0.022 -0.080 0.29
H -0.91850 5.12860 -4.90903 0.040 0.018 -0.034 0.27
H -5.70659 -3.96561 2.90431 -0.014 0.023 -0.067 0.19
H 12.25095 -2.55100 -2.45492 0.018 0.011 0.083 0.27
H 10.65080 -1.74029 -3.71440 0.003 -0.019 0.053 0.31
H 13.66426 0.14828 -2.78836 -0.077 0.066 -0.092 0.34
H 3.82121 2.56607 4.74749 -0.027 0.004 -0.013 0.45
H -4.16644 -4.26830 0.97944 0.155 0.032 0.072 0.24
H -3.29033 -1.84554 1.81531 -0.023 0.072 0.314 0.30
H 0.62449 0.11266 -1.46945 0.189 0.290 0.312 1.01
H -5.54345 -1.79290 5.31854 0.022 -0.032 -0.147 0.40
H -7.99281 -1.72759 5.72130 0.035 -0.009 0.025 0.29
H 0.50411 7.20850 -5.29698 0.029 -0.065 -0.049 0.29
H 9.68129 0.58490 -1.96084 -0.038 -0.013 -0.036 0.28
H 1.14693 -0.15621 0.28127 0.155 0.474 -0.272 0.04
H -7.21439 -0.47730 1.90584 0.062 -0.122 0.048 0.30
H 13.88431 -2.15779 -1.91982 0.006 0.022 -0.009 0.38
H 4.36793 0.90334 4.96272 -0.003 0.042 0.074 0.28
H 0.88902 7.22400 -3.57943 0.013 -0.046 0.013 0.29
H -1.77013 6.31100 -6.54850 0.020 0.067 -0.033 0.26
H -4.17821 -6.00677 1.18947 -0.047 -0.031 0.027 0.35
H -9.93963 3.84219 -2.43341 -0.012 0.080 0.015 0.27
H 2.79735 -0.47277 6.75422 0.076 -0.033 0.001 0.31
H -8.14763 -0.10581 3.34042 0.006 0.058 0.034 0.33
H 1.59028 1.78565 4.01572 -0.065 -0.128 -0.064 0.35
H -3.02141 8.09943 -4.39653 0.028 -0.064 0.115 0.34
H 3.90884 -3.83128 -0.29442 0.314 0.172 -0.260 0.30
H -3.93663 -0.83286 -0.16721 0.222 0.004 0.162 0.49
H -6.41794 -5.02760 1.67532 0.026 0.019 -0.020 0.42
H -3.30634 -1.67018 -4.86499 0.007 -0.143 0.027 0.36
H -3.82820 -7.59308 2.67223 -0.037 -0.017 0.069 0.26

***

# 2
58
Properties=species:S:1:pos:R:3:forces:R:3:mulliken_charge:R:1 method="wB97M-V/def2-TZVPD" multiplicity=1 e_tot_ev=-32404.643 orbital_gap_ev=9.2 smiles=c1ccncc1.c1ccncc1.CO.CO.CO.CO.CO.CO
O -1.45770 0.49519 -0.84420 0.098 -0.411 -0.007 -0.46
O -2.40708 -0.28281 -4.15401 -0.080 -0.237 0.121 -0.44
O -2.10993 3.30226 -0.47292 0.057 1.073 0.355 -0.42
O 1.34358 2.34741 -1.35856 0.090 0.376 0.020 -0.51
O -3.40518 0.96828 1.10542 -0.262 -0.530 0.326 -0.47
O 0.69179 -0.06553 -3.39827 0.454 -1.269 -0.064 -0.40
N -1.10533 -1.61633 3.73284 0.046 0.216 -0.744 -0.60
N 3.18441 0.33790 -0.39611 0.634 -0.891 -0.030 -0.20
C -0.87565 -3.18105 1.92818 -0.056 0.289 -0.506 -0.64
C -3.08885 0.96972 2.49633 -0.024 0.992 0.670 -0.61
C 4.16800 -1.84854 -0.14942 0.871 0.489 0.004 -0.90
C 0.48165 -2.90663 1.86197 0.116 -0.348 0.145 -0.05
C 0.32089 -1.44096 -3.53969 -0.285 -0.067 -0.166 -0.63
C 0.19064 -1.33378 3.62108 0.537 -0.257 -0.132 -0.43
C 4.96828 -0.02731 1.16695 0.587 -0.173 0.206 -0.69
C -1.63032 -2.46591 2.82661 0.188 0.013 1.280 -0.06
C -2.17809 4.45593 0.37750 -1.350 -0.712 -0.041 -0.66
C 5.04907 -1.36436 0.81428 -0.281 -0.054 -0.691 -0.22
C -0.43602 -0.22318 -0.18993 -0.216 -0.644 0.116 0.11
C 1.22882 3.10245 -0.15702 0.545 -1.174 -0.359 -0.22
C 1.03880 -1.95645 2.70087 -0.488 -0.627 -0.517 -0.13
C -3.22515 -1.16987 -3.41401 -0.385 -0.317 -0.061 -0.60
C 4.04203 0.77552 0.53097 -0.757 0.315 -0.248 -0.18
C 3.28987 -0.95224 -0.74718 -0.785 -0.260 0.657 -0.10
H 2.52114 -1.33036 -1.41129 0.149 0.176 -0.376 0.42
H -0.03446 0.32168 0.67229 0.141 -0.007 -0.052 0.07
H -2.98816 -1.14001 -2.35010 0.221 0.366 -0.105 0.14
H -2.51049 2.60933 0.05765 0.058 -0.403 -0.400 0.26
H -4.27667 0.56761 1.01213 0.054 0.096 -0.173 0.22
H -2.40602 4.07373 1.37920 0.752 0.525 0.327 0.21
H 1.99179 1.63764 -1.18036 -0.399 0.240 -0.046 0.66
H -0.54222 -1.68828 -2.92632 -0.007 0.299 0.129 0.14
H 5.67261 0.38274 1.87855 -0.145 0.124 0.062 0.41
H 0.61603 -0.60825 4.30239 -0.192 0.076 0.182 0.37
H -2.69100 -2.64803 2.94657 -0.094 0.007 -0.168 0.40
H 0.36920 -0.49320 -0.87111 0.003 0.545 -0.195 -0.40
H -1.30437 5.09549 0.28690 0.223 -0.266 0.220 0.27
H 1.13867 -2.11370 -3.25569 0.033 0.021 0.072 0.31
H -2.40083 -0.63157 -5.04878 0.102 0.245 -0.109 0.28
H 1.12979 -3.46403 1.19632 -0.094 0.078 -0.152 0.40
H -4.28530 -0.91382 -3.54027 0.052 -0.076 0.077 0.30
H -3.06082 5.07886 0.17127 0.131 0.002 -0.426 0.28
H 0.44804 3.84658 -0.24080 -0.025 0.028 -0.220 -0.11
H -2.94873 0.01155 2.99523 0.019 -0.259 -0.525 0.24
H 2.19873 3.55976 0.06950 -0.121 0.304 0.230 0.32
H 2.10232 -1.81844 2.55896 0.011 0.583 0.550 0.34
H -3.85892 1.51449 3.05455 -0.021 -0.037 -0.069 0.38
H 0.96753 2.39831 0.64158 -0.078 0.319 0.337 0.10
H 3.90036 1.82711 0.75545 0.362 -0.006 0.223 0.36
H -0.82019 -1.19133 0.15959 -0.005 0.127 0.196 0.47
H -3.08503 -2.21064 -3.73626 -0.038 0.063 -0.003 0.33
H 1.62513 -0.13907 -3.63051 -0.005 0.908 0.044 0.28
H 4.33671 -2.86395 -0.48180 -0.575 -0.048 -0.152 0.42
H -2.17405 1.55121 2.61299 0.079 -0.167 -0.099 0.20
H -1.36523 -3.85242 1.23510 0.111 -0.146 0.077 0.41
H 0.05568 -1.67254 -4.57623 -0.003 0.009 -0.020 0.30
H 5.81304 -2.04563 1.16489 0.010 0.218 0.416 0.42
H -2.21281 0.42949 -0.24326 0.038 0.265 -0.186 0.34

***

The records above yield LUMO values of 0.0722, 0.0172 hartree, respectively.